## a
A single C19H23N3O4 molecule, computed with wB97M-V/def2-TZVPD.

Values from the calculation:
Total charge: 0
HOMO-LUMO gap: 8.0 eV
SMILES string: CCCCN1C(=O)C(=O)N(CC(=O)N[C@H]2CCCc3ccccc32)C1=O

```
49
C19H23N3O4 wB97M-V/def2-TZVPD
C 4.36714 2.97894 2.20896
C 4.07114 4.22747 1.29688
C 2.85559 4.14316 0.38093
C 2.94679 3.37634 -0.79859
N 2.84313 2.13574 -0.53544
C 3.97625 1.15385 -0.61621
O 5.05176 1.41367 -1.00619
C 3.45655 -0.25501 -0.30237
O 4.00632 -1.33066 -0.31031
N 2.15850 0.04228 0.36974
C 1.09424 -0.78804 0.64089
C 0.31379 -1.06205 -0.36490
O 0.37529 -0.42046 -1.45491
N -0.78275 -1.84611 -0.17471
C -1.80793 -2.13164 -1.13661
C -1.95796 -3.51519 -1.47323
C -2.73362 -4.44503 -0.58286
C -4.30188 -3.59952 -0.37945
C -4.27036 -2.30979 -0.29293
C -5.25584 -1.70021 -0.01027
C -5.28440 -0.30265 0.56835
C -4.22833 0.41716 0.03949
C -3.02076 -0.14771 -0.39110
C -3.09968 -1.42135 -0.76257
C 2.02815 1.22022 0.14142
O 0.97941 1.87659 0.38656
H 4.60093 2.23100 1.57252
H 4.98731 3.23149 2.94928
H 3.49802 2.68790 2.51265
H 4.25122 5.16506 1.91705
H 4.91597 4.43490 0.67015
H 2.84696 5.38022 0.11171
H 2.05462 4.15132 1.11088
H 2.06764 3.56454 -1.26691
H 4.11797 3.46773 -1.10468
H 0.69150 -0.71395 1.59997
H 1.71215 -1.85184 0.78336
H -0.97172 -2.40950 0.55051
H -1.37562 -1.58541 -2.05624
H -1.06899 -3.99387 -1.66514
H -2.51815 -3.72201 -2.61451
H -2.80726 -5.29921 -0.84872
H -2.28420 -4.23492 0.46155
H -4.78487 -4.08127 0.42254
H -4.74505 -3.93586 -1.31676
H -6.09892 -2.42332 0.56039
H -6.28494 0.24335 0.66075
H -4.29193 1.51244 0.37753
H -2.29319 0.47124 -0.82847
```

## b
A single C19H23N3O4 molecule, computed with wB97M-V/def2-TZVPD.

Values from the calculation:
Total charge: 0
HOMO-LUMO gap: 8.9 eV
SMILES string: C[C@@H](OC(=O)CCc1nc2ccccc2c(=O)[nH]1)C(=O)NC1CCCC1

```
49
C19H23N3O4 wB97M-V/def2-TZVPD
C -1.79474 -0.26417 -2.63631
C -1.02817 -0.38817 -1.32693
O -0.14213 0.72598 -1.14228
C -0.68308 1.84124 -0.64563
O -1.87087 2.02041 -0.54694
C 0.37798 2.80447 -0.17513
C 1.00339 2.27746 1.13509
C 1.95571 1.15154 0.85344
N 3.17170 1.43959 0.55207
C 4.02239 0.41008 0.23969
C 5.36059 0.69996 -0.05047
C 6.22819 -0.31334 -0.38632
C 5.78983 -1.63585 -0.44747
C 4.47680 -1.93973 -0.16918
C 3.58393 -0.92614 0.18122
C 2.18418 -1.22270 0.47568
O 1.64482 -2.30728 0.36988
N 1.46592 -0.11443 0.89528
C -1.87664 -0.50272 -0.04298
O -1.33473 -0.37409 1.04452
N -3.16956 -0.78592 -0.19336
C -4.09732 -0.77692 0.92123
C -4.85723 0.55141 0.97794
C -5.96350 0.40512 -0.07339
C -6.21342 -1.10904 -0.22492
C -5.20442 -1.80517 0.70057
H -2.48947 0.57270 -2.59606
H -2.32509 -1.18698 -2.85702
H -1.08446 -0.08029 -3.44005
H -0.35742 -1.25645 -1.35348
H -0.09232 3.77103 0.00352
H 1.15837 2.90212 -0.92957
H 1.56517 3.08978 1.59550
H 0.21399 1.94801 1.81248
H 5.68420 1.72768 -0.00081
H 7.26094 -0.08456 -0.60678
H 6.48382 -2.41920 -0.71344
H 4.10865 -2.95414 -0.20743
H 0.46954 -0.26996 1.10092
H -3.58567 -0.74940 -1.10892
H -3.50626 -0.96144 1.82014
H -5.28528 0.67465 1.97230
H -4.19748 1.39350 0.77561
H -6.86616 0.93128 0.23208
H -5.64150 0.83728 -1.02115
H -6.06545 -1.42126 -1.25942
H -7.23395 -1.37326 0.04734
H -5.66608 -2.03401 1.66047
H -4.82006 -2.73248 0.27858
```

Relative energies, kcal/mol: a 373.4; b 0.0.

## a
A single CFN3O2 molecule, computed with wB97M-V/def2-TZVPD.

Values from the calculation:
Total charge: 0
HOMO-LUMO gap: 9.8 eV
SMILES string: O=NON=C=NF

```
7
CFN3O2 wB97M-V/def2-TZVPD
O 0.46391 -1.83657 0.24127
N 0.16144 -1.87316 -0.91696
O -0.24709 -0.81781 -1.54652
N -0.36184 0.46548 -1.01654
C -0.21534 0.88407 0.13103
N 0.30230 1.58814 0.97762
F -0.22317 1.87796 2.18464
```

## b
CFN3O2 as an isolated structure, computed with wB97M-V/def2-TZVPD.

Values from the calculation:
Total charge: 0
HOMO-LUMO gap: 9.6 eV

```
7
CFN3O2 wB97M-V/def2-TZVPD
C -0.62269 1.62828 0.51036
N -0.11126 0.62069 0.10902
N 0.65408 -0.44222 0.34850
N 0.56751 -1.45134 -0.33842
O -0.98879 2.70449 0.68791
O 1.03022 -2.52609 -0.26231
F -0.59862 -1.13916 -1.52847
```

Relative energies, kcal/mol: a 54.4; b 0.0.

## a
C2H5I2P as an isolated structure, computed with wB97M-V/def2-TZVPD.

Values from the calculation:
Total charge: 0
HOMO-LUMO gap: 8.8 eV

```
10
C2H5I2P wB97M-V/def2-TZVPD
C -0.69075 -0.98002 -0.10837
C -1.10213 -0.07596 -0.96457
P 2.96261 0.43815 0.69311
I 5.06321 1.10541 -0.17400
I 2.96180 -1.86404 0.02334
H -1.03999 -2.07112 -0.08361
H 0.05857 -0.63380 0.66670
H 3.45349 0.48974 2.00649
H -1.61193 -0.43918 -1.88889
H -0.84664 1.02952 -0.90234
```

## b
C2H5I2P as an isolated structure, computed with wB97M-V/def2-TZVPD.

Values from the calculation:
Total charge: 0
HOMO-LUMO gap (alpha / beta): 8.4 / 5.0 eV

```
10
C2H5I2P wB97M-V/def2-TZVPD
C 1.01436 -0.79551 0.37023
C 0.57830 0.30911 -0.57745
P -1.15537 0.95828 -0.44166
I -5.04524 0.11492 -0.18645
I 1.64593 2.25473 -0.16160
H 2.03206 -0.77414 0.56815
H 0.85350 -1.82573 -0.27258
H 0.49259 -0.82985 1.27875
H 0.80137 -0.00523 -1.57928
H -1.21749 0.59342 1.00189
```

Relative energies, kcal/mol: a 0.0; b 43.6.

## a
An isolated ion of composition C5H11NO and charge -1, computed with wB97M-V/def2-TZVPD.

Values from the calculation:
Total charge: -1
HOMO-LUMO gap (alpha / beta): 3.3 / 6.9 eV
Multiplicity: 2

```
18
C5H11NO wB97M-V/def2-TZVPD
O -1.95203 -2.19573 -0.05551
C -2.41124 -1.02261 -0.24617
C -1.59288 0.18867 -0.51616
C -0.62829 0.53798 0.64291
C 0.51234 -0.43216 0.81523
C 2.35935 0.67632 -0.38550
N 1.44060 -0.48596 -0.31487
H -3.52436 -0.87712 -0.30479
H -1.03086 0.16869 -1.49965
H -2.23738 1.06296 -0.57550
H -1.23631 0.75309 1.52990
H -0.23499 1.53247 0.37514
H 1.20109 -0.14688 1.62367
H 0.18020 -1.44312 1.03566
H 3.20148 0.29140 0.22278
H 2.74409 0.94935 -1.36007
H 1.88159 1.50326 0.14026
H 1.32762 -1.06060 -1.12735
```

## b
C5H11NO as an isolated structure, computed with wB97M-V/def2-TZVPD.

Values from the calculation:
Total charge: -1
HOMO-LUMO gap (alpha / beta): 4.8 / 5.8 eV
Multiplicity: 2

```
18
C5H11NO wB97M-V/def2-TZVPD
C 1.48539 -0.23569 -1.07011
O 2.03978 0.74622 -2.04606
C 1.36640 0.47518 0.26974
C 0.51326 -0.40995 1.30259
C -1.00265 -0.39198 0.69163
C -2.60207 0.43654 -0.01621
N -1.31885 0.87905 -0.02378
H 2.06142 -1.13608 -0.93718
H 0.48961 -0.49169 -1.38229
H 1.38979 0.64087 -2.77142
H 0.87399 1.45408 0.14424
H 2.42690 0.65896 0.52140
H 0.53496 0.11035 2.31958
H 0.78772 -1.53179 1.48041
H -1.60372 -0.67340 1.67386
H -1.03967 -1.27451 -0.08499
H -3.35125 0.94128 0.68531
H -3.05102 -0.19745 -0.75672
```

Relative energies, kcal/mol: a 0.0; b 57.2.

## a
A single C3HCl3O molecule, computed with wB97M-V/def2-TZVPD.

Values from the calculation:
Total charge: 0
HOMO-LUMO gap: 9.9 eV
SMILES string: O=C(Cl)C=C(Cl)Cl

```
8
C3HCl3O wB97M-V/def2-TZVPD
O 0.25245 1.64177 1.30522
C 0.60325 0.58089 1.04046
Cl 1.62131 -0.32392 2.28138
C 0.33962 -0.25818 -0.18486
C -0.76948 -0.16470 -0.96340
Cl -0.98466 -1.17089 -2.24601
Cl -2.19665 0.80010 -0.70747
H 1.13416 -1.10507 -0.52533
```

## b
A single C3HCl3O molecule, computed with wB97M-V/def2-TZVPD.

Values from the calculation:
Total charge: 0
HOMO-LUMO gap: 8.5 eV
SMILES string: O=C1[C@H](Cl)C1(Cl)Cl

```
8
C3HCl3O wB97M-V/def2-TZVPD
O 1.42375 2.11686 0.73309
C 1.06208 1.12688 0.25887
C 0.66594 -0.28272 0.11038
Cl 1.16735 -1.40323 1.34643
C 1.28493 0.17900 -1.21629
Cl 0.10316 0.31631 -2.57265
Cl 2.96965 -0.16072 -1.61535
H -0.41055 -0.53353 -0.25074
```

Relative energies, kcal/mol: a 0.0; b 47.1.

## a
A 2-piece molecular cluster, CH3OS2 overall, computed with wB97M-V/def2-TZVPD.

Values from the calculation:
Total charge: -1
HOMO-LUMO gap (alpha / beta): 7.6 / 5.2 eV

```
7
CH3OS2 wB97M-V/def2-TZVPD
C -0.41050 -0.04342 -0.14056
O 1.04323 4.13199 2.16992
S 0.64133 1.89040 4.07770
S 0.67473 2.67885 2.22449
H -0.59610 0.73658 -0.88206
H -1.05438 -0.58121 0.50754
H 0.50767 -0.65077 -0.01169
```

## b
A 2-piece molecular cluster, CH3OS2 overall, computed with wB97M-V/def2-TZVPD.

Values from the calculation:
Total charge: -1
HOMO-LUMO gap (alpha / beta): 6.0 / 7.7 eV

```
7
CH3OS2 wB97M-V/def2-TZVPD
C -0.09392 0.08319 -0.16331
O -3.23718 -1.12325 1.26795
S -3.60788 1.08214 -0.42785
S -2.98294 -0.75926 -0.13556
H 0.38444 -0.35207 0.67617
H -0.27513 1.05224 -0.15250
H -0.24725 -0.57021 -0.95453
```

Relative energies, kcal/mol: a 2.6; b 0.0.